(1)
{
  "formula": "C2H5OPS",
  "method": "ωB97M-V with the def2-TZVPD basis set",
  "elements": ["C", "C", "O", "P", "S", "H", "H", "H", "H", "H"],
  "positions_angstrom": [[-0.0474, 0.1695, 1.9424], [0.5839, -0.6681, -0.7254], [0.0436, -0.4543, 2.9486], [-1.3776, -0.0294, 0.7002], [-1.1785, 1.9092, -0.0154], [0.6613, 0.8747, 1.5857], [1.0017, 0.1432, -1.2692], [0.1164, -1.3341, -1.3334], [1.1389, -0.9508, 0.1277], [-2.2510, 1.9057, -0.6364]],
  "forces_ev_per_angstrom": [[-1.0, -0.3, -0.4], [-1.7, 1.9, 2.9], [0.2, -0.6, 0.9], [1.7, -1.2, -2.2], [2.6, 1.1, 1.6], [1.5, 1.2, 0.1], [-0.1, 1.0, -0.1], [-1.0, -2.3, -1.4], [0.8, -0.9, 0.3], [-3.0, 0.0, -1.7]],
  "lowdin_charge": [-0.662, -0.050, 0.000, 0.653, 0.377, 0.034, 0.000, -0.048, -0.023, -0.282],
  "e_tot_ha": -893.8839,
  "homo_ev": -8.58,
  "lumo_energy_ev": -0.4495,
  "charge": 0
}

***

(2)
{
  "formula": "C4H6N2O",
  "method": "ωB97M-V with the def2-TZVPD basis set",
  "elements": ["C", "C", "N", "O", "C", "N", "C", "H", "H", "H", "H", "H", "H"],
  "positions_angstrom": [[-1.9605, 0.0984, 0.0287], [-0.7581, 0.2358, -0.5559], [-0.2498, -0.9018, -1.1966], [0.8630, -0.5532, -1.6753], [1.3170, 0.8674, -1.3597], [1.2035, -0.9432, 1.2855], [0.2095, 1.2927, -0.6827], [-2.4547, -0.8685, 0.0363], [0.8074, -0.8943, 2.2174], [-2.4440, 0.9328, 0.5290], [1.8588, -0.1735, 1.1902], [1.7420, -1.8008, 1.2290], [0.0995, 2.2728, -0.2381]],
  "forces_ev_per_angstrom": [[0.1, 0.0, 0.0], [-0.1, 0.0, 0.0], [0.1, 0.2, -0.1], [-0.1, -0.1, 0.0], [-0.5, 0.0, 0.2], [0.2, -0.1, 0.2], [0.2, 0.1, 0.0], [0.1, 0.1, -0.1], [0.1, 0.0, 0.0], [0.1, -0.1, -0.1], [-0.1, -0.1, 0.0], [0.0, 0.0, 0.0], [0.0, -0.1, -0.1]],
  "lowdin_charge": [0.191, -0.404, 0.113, -0.095, -0.023, 0.045, -0.163, 0.086, 0.023, 0.088, 0.022, 0.027, 0.089],
  "e_tot_ha": -340.5519,
  "homo_ev": -8.67,
  "lumo_energy_ev": -1.9908,
  "charge": 0
}

***

(3)
{
  "formula": "C5H28NO8",
  "method": "ωB97M-V with the def2-TZVPD basis set",
  "elements": ["C", "C", "C", "C", "C", "N", "H", "H", "H", "H", "H", "H", "H", "H", "H", "H", "H", "H", "H", "H", "O", "H", "H", "O", "H", "H", "O", "H", "H", "O", "H", "H", "O", "H", "H", "O", "H", "H", "O", "H", "H", "O"],
  "positions_angstrom": [[0.6533, 0.2615, 1.3126], [1.4870, -0.9309, 1.7680], [1.3328, -2.1317, 0.7793], [-1.1036, -2.5272, 1.2256], [-0.0841, -2.3679, 0.3931], [1.1824, 0.8428, -0.0135], [-0.4273, 0.0211, 1.2547], [0.7166, 1.1464, 1.9834], [1.1881, -1.2598, 2.7570], [2.5628, -0.8128, 1.8407], [1.7809, -1.7135, -0.1339], [2.0080, -2.9910, 0.9921], [-1.0639, -2.5444, 2.3154], [-2.1351, -2.6560, 0.8543], [-0.2908, -2.6384, -0.6428], [0.8508, 0.3118, -0.8162], [2.1770, 1.0149, -0.0768], [0.8207, 1.8036, -0.0553], [1.6682, -1.1279, -2.6144], [0.0646, -1.1851, -2.7282], [0.8452, -1.3081, -2.1677], [-3.2275, 3.0384, 2.6724], [-3.0165, 1.9094, 3.8098], [-3.2548, 2.1023, 2.9037], [3.1101, 0.0318, -2.9960], [3.9263, 0.3368, -1.6192], [3.0754, 0.1977, -2.0546], [-2.2352, -1.9069, -4.0756], [-0.9451, -2.0480, -4.7651], [-1.3265, -1.5859, -4.0065], [-1.7331, -1.3513, 4.1767], [-1.3411, 0.0168, 3.5892], [-0.9764, -0.8294, 3.8846], [-3.9601, 0.9708, -1.2594], [-3.8699, 2.4206, -1.5594], [-3.3912, 1.7348, -1.0746], [2.6040, 3.8452, 0.4738], [3.5373, 2.7018, 0.6890], [2.7997, 2.9689, 0.1175], [-0.8034, 1.6935, -2.6505], [-1.5132, 1.2748, -1.4656], [-0.6552, 1.6864, -1.6906]],
  "forces_ev_per_angstrom": [[1.0, 1.1, 0.5], [-0.3, -1.7, -0.1], [0.9, 1.6, -0.9], [-1.2, -0.1, 0.4], [-0.6, -2.0, 0.2], [-1.4, 0.2, 1.3], [0.8, 0.1, -0.5], [0.2, -0.8, 0.0], [-0.4, 0.3, 0.2], [0.2, 0.9, 0.0], [0.1, -0.4, 0.0], [-0.9, 0.4, 0.4], [0.4, 0.4, -0.4], [0.7, -0.2, -0.1], [0.2, 0.6, 0.1], [0.1, -0.2, -0.5], [0.1, -0.6, 0.2], [-0.1, -0.6, -0.6], [-0.2, 0.0, -0.3], [0.3, -0.2, -0.4], [-0.6, 0.0, 0.6], [0.1, -0.2, 0.7], [0.0, 0.8, 0.3], [-0.1, -0.6, -0.9], [1.0, 0.3, -0.1], [0.1, -0.2, -1.0], [-0.5, 0.2, 1.0], [-0.1, 0.3, 0.4], [0.4, 0.2, 0.1], [-0.3, -0.4, -0.6], [0.0, 0.1, 0.0], [-0.1, -0.3, 0.1], [-0.1, 0.3, 0.1], [0.2, 0.0, 0.4], [0.3, 0.3, 0.1], [-0.7, -0.4, -0.5], [-0.2, 0.1, -0.3], [-0.1, 0.0, -0.2], [0.6, 0.3, 0.7], [0.6, 0.4, 0.1], [0.1, 0.5, 0.6], [-0.9, -0.6, -1.0]],
  "lowdin_charge": [-0.126, -0.175, -0.189, 0.008, -0.205, 0.144, 0.118, 0.131, 0.095, 0.107, 0.070, 0.135, 0.049, 0.069, 0.092, 0.081, 0.092, 0.119, 0.018, 0.016, -0.065, 0.043, 0.025, -0.058, 0.059, 0.073, -0.037, 0.061, 0.063, -0.047, 0.056, 0.029, -0.055, 0.062, 0.062, -0.048, 0.070, 0.068, -0.040, 0.065, 0.023, -0.062],
  "e_tot_ha": -863.7123,
  "homo_ev": -11.84,
  "lumo_energy_ev": -2.5355,
  "charge": 1
}

***

(4)
{
  "formula": "C20H18N4O4S",
  "method": "ωB97M-V with the def2-TZVPD basis set",
  "elements": ["C", "C", "O", "C", "C", "C", "C", "C", "N", "N", "C", "C", "C", "C", "S", "C", "C", "C", "C", "C", "C", "O", "O", "C", "O", "N", "N", "C", "C", "H", "H", "H", "H", "H", "H", "H", "H", "H", "H", "H", "H", "H", "H", "H", "H", "H", "H"],
  "positions_angstrom": [[3.6160, -0.2433, -3.4279], [4.3107, -0.0029, -2.0907], [3.5389, -0.4427, -0.9866], [2.5052, 0.3203, -0.5411], [2.1511, 1.5715, -1.0412], [1.1028, 2.2690, -0.4786], [0.3704, 1.7334, 0.5784], [-0.7109, 2.5131, 1.1347], [-0.8394, 3.8214, 1.0031], [-1.9359, 4.2360, 1.6143], [-2.5291, 3.1859, 2.1374], [-3.7335, 3.0216, 2.8479], [-4.1072, 1.7534, 3.1651], [-3.2589, 0.6700, 2.7884], [-3.8275, -0.9485, 3.1247], [-2.5223, -1.9788, 2.3938], [-2.2514, -1.6763, 0.9625], [-2.9682, -1.0338, -0.0115], [-2.1481, -1.0244, -1.1568], [-0.9934, -1.6784, -0.8052], [0.1909, -2.0067, -1.6031], [0.4338, -1.5273, -2.6844], [0.9402, -2.9301, -0.9940], [2.1261, -3.3384, -1.6619], [-1.0646, -2.0744, 0.4851], [-2.1143, 0.8049, 2.1846], [-1.7708, 2.0483, 1.8576], [0.7203, 0.4780, 1.0742], [1.7768, -0.2135, 0.5258], [4.1806, 0.2318, -4.2256], [2.6056, 0.1576, -3.4150], [3.5470, -1.3082, -3.6320], [4.5762, 1.0537, -1.9700], [5.2304, -0.5928, -2.0314], [2.6834, 2.0157, -1.8665], [0.8315, 3.2435, -0.8524], [-4.3208, 3.8902, 3.0946], [-5.0226, 1.5312, 3.6878], [-2.8806, -3.0031, 2.5237], [-1.6082, -1.8470, 2.9748], [-3.9509, -0.6177, 0.0810], [-2.3683, -0.6022, -2.1150], [2.9313, -2.6369, -1.4365], [2.3682, -4.3288, -1.2828], [1.9573, -3.3677, -2.7403], [0.1712, 0.0535, 1.8998], [2.0609, -1.1803, 0.9112]],
  "forces_ev_per_angstrom": [[0.0, 0.0, 0.4], [0.2, 0.1, -0.4], [-0.2, -0.1, 0.2], [-0.2, 0.0, 0.3], [0.3, -0.1, -0.1], [-0.2, -0.1, 0.2], [0.3, -0.3, -0.2], [-0.2, 0.1, 0.2], [0.9, -0.3, -0.4], [-1.1, 0.5, 0.5], [0.5, -0.3, -0.2], [-0.2, -0.5, 0.1], [0.0, 0.5, -0.1], [0.7, 0.0, -0.3], [-0.1, -0.4, 0.0], [0.0, 0.3, 0.1], [-0.8, 0.2, -0.5], [0.2, -0.5, 0.5], [0.8, -0.4, 0.1], [-0.6, 0.5, -0.7], [0.1, 0.0, -0.1], [-0.1, 0.0, 0.1], [-0.2, -0.1, 0.3], [0.3, 0.0, -0.3], [0.2, -0.3, 0.3], [-0.1, -0.7, 0.3], [-0.4, 1.3, 0.1], [0.0, 0.2, 0.0], [0.3, 0.0, -0.2], [0.1, 0.0, -0.1], [-0.1, 0.0, -0.1], [0.0, -0.1, 0.0], [0.0, -0.1, 0.0], [-0.1, 0.2, 0.0], [0.1, 0.0, -0.1], [0.0, 0.1, -0.1], [-0.1, 0.1, 0.0], [-0.1, 0.1, 0.1], [0.0, 0.1, 0.1], [0.0, -0.1, 0.0], [-0.2, 0.1, 0.1], [0.0, 0.1, -0.2], [-0.1, -0.1, 0.0], [0.0, 0.0, 0.0], [0.1, 0.0, 0.1], [0.0, -0.1, 0.0], [0.0, -0.1, 0.0]],
  "lowdin_charge": [-0.058, -0.236, -0.070, -0.261, -0.002, -0.008, -0.154, -0.223, 0.076, 0.059, -0.277, 0.032, -0.073, -0.585, 0.995, -0.365, -0.347, -0.022, 0.039, -0.176, -0.455, 0.118, -0.023, -0.032, 0.098, 0.112, 0.043, -0.020, 0.000, 0.078, 0.069, 0.070, 0.115, 0.124, 0.108, 0.113, 0.122, 0.101, 0.090, 0.092, 0.111, 0.123, 0.080, 0.096, 0.095, 0.102, 0.126],
  "e_tot_ha": -1691.0670,
  "homo_ev": -7.92,
  "lumo_energy_ev": -0.1028,
  "charge": 0
}

***

(5)
{
  "formula": "C22H26BrN9O5Ti",
  "method": "ωB97M-V with the def2-TZVPD basis set",
  "elements": ["Ti", "O", "C", "C", "C", "C", "C", "C", "C", "O", "N", "N", "C", "C", "C", "C", "C", "C", "N", "H", "H", "H", "H", "H", "H", "H", "H", "H", "H", "N", "C", "C", "O", "N", "C", "C", "O", "O", "H", "H", "H", "H", "H", "H", "Br", "C", "C", "C", "C", "N", "C", "N", "N", "N", "H", "H", "H", "H", "H", "H", "H", "H", "H", "H"],
  "positions_angstrom": [[-0.5724, 0.6094, -1.7084], [1.0510, -1.9191, -4.9795], [2.3661, -1.7064, -4.7611], [3.2705, -2.3168, -5.6296], [4.6322, -2.1428, -5.4666], [5.1132, -1.3535, -4.4264], [4.2171, -0.7477, -3.5637], [2.8389, -0.9038, -3.7093], [1.9172, -0.2334, -2.7717], [0.6128, -0.5069, -2.8578], [2.3479, 0.5674, -1.8589], [1.2732, 0.9898, -1.1158], [1.5177, 1.7991, -0.0491], [0.3866, 2.1260, 0.6307], [0.2897, 2.9825, 1.7783], [-0.9075, 3.2400, 2.3439], [-2.0914, 2.6376, 1.7835], [-1.9745, 1.8396, 0.6964], [-0.7799, 1.5411, 0.0868], [0.5726, -1.4476, -4.2567], [2.8692, -2.9280, -6.4287], [5.3204, -2.6268, -6.1503], [6.1785, -1.2170, -4.2878], [4.5603, -0.1316, -2.7433], [2.5262, 2.0853, 0.2145], [1.2073, 3.4084, 2.1674], [-0.9811, 3.8823, 3.2136], [-3.0680, 2.7979, 2.2183], [-2.8505, 1.3792, 0.2549], [-1.4658, -1.3016, -1.0977], [-2.6279, -1.6385, -1.9288], [-3.2939, -0.3809, -2.4947], [-4.3611, -0.4864, -3.1038], [-2.5675, 0.7272, -2.2850], [-2.9620, 1.9621, -2.9178], [-1.7001, 2.6968, -3.3652], [-1.7643, 3.6991, -4.0545], [-0.5872, 2.1557, -2.9380], [-0.7497, -2.0264, -1.0628], [-1.7332, -1.1975, -0.1224], [-3.3696, -2.2304, -1.3906], [-2.2908, -2.2281, -2.7829], [-3.4840, 2.6235, -2.2156], [-3.6274, 1.7974, -3.7662], [0.6962, -2.5717, 1.0829], [1.0452, 0.2163, 3.7279], [0.8325, -0.7329, 4.9065], [0.3471, 0.0160, 6.1419], [-0.0854, -1.9035, 4.5482], [-1.4494, -1.4998, 4.2238], [-1.9753, -0.9690, 3.1138], [-3.2503, -0.7319, 3.3350], [-3.4899, -1.1457, 4.5916], [-2.4176, -1.6028, 5.1385], [1.8154, 0.9550, 3.9606], [0.1378, 0.7791, 3.5001], [1.3368, -0.3300, 2.8282], [1.7946, -1.2051, 5.1384], [-0.6217, 0.4850, 5.9544], [1.0514, 0.8060, 6.4082], [0.2314, -0.6517, 7.0003], [-0.1923, -2.5878, 5.3894], [0.3176, -2.4304, 3.6790], [-1.3832, -0.7714, 2.2336]],
  "forces_ev_per_angstrom": [[0.1, 0.1, -0.3], [0.0, 0.0, 0.0], [0.0, 0.0, 0.0], [0.0, 0.0, 0.0], [0.0, 0.0, 0.0], [0.0, 0.0, 0.0], [0.0, 0.0, 0.0], [0.0, 0.0, -0.1], [-0.1, 0.0, 0.2], [0.0, 0.0, 0.0], [0.0, -0.1, -0.1], [0.0, -0.1, -0.1], [0.1, 0.0, 0.2], [0.0, 0.0, 0.0], [0.0, 0.0, 0.0], [-0.1, 0.0, 0.0], [0.0, 0.0, 0.0], [0.1, 0.0, 0.0], [-0.1, 0.1, 0.0], [0.0, 0.0, 0.0], [0.0, 0.0, 0.0], [0.0, 0.0, 0.0], [0.0, 0.0, 0.0], [0.0, 0.0, 0.0], [0.0, 0.0, 0.0], [0.0, 0.0, 0.0], [0.0, 0.0, 0.0], [0.0, 0.0, 0.0], [0.0, 0.0, 0.0], [0.0, 0.1, 0.1], [0.0, 0.0, 0.0], [-0.1, 0.0, 0.1], [0.1, 0.0, 0.0], [0.1, -0.3, 0.0], [-0.1, 0.0, 0.1], [0.2, -0.1, -0.1], [0.0, 0.0, 0.0], [-0.2, 0.2, 0.0], [0.0, 0.0, 0.0], [0.0, 0.0, 0.0], [0.0, 0.0, 0.0], [0.0, 0.0, 0.0], [0.0, 0.0, 0.0], [0.0, 0.0, 0.0], [-0.1, -0.1, 0.0], [0.0, -0.1, 0.0], [0.0, 0.1, 0.0], [0.0, 0.0, 0.1], [0.1, 0.0, -0.2], [0.2, 0.0, 0.1], [0.2, 0.1, 0.2], [0.0, 0.0, -0.2], [0.0, 0.0, 0.2], [-0.2, 0.1, -0.1], [0.0, 0.0, 0.0], [0.0, 0.0, 0.0], [0.0, 0.0, 0.0], [0.0, 0.0, 0.0], [0.0, 0.0, 0.0], [0.0, 0.0, 0.0], [0.0, 0.0, 0.0], [0.1, 0.0, 0.0], [-0.1, 0.0, 0.0], [-0.1, 0.0, -0.1]],
  "lowdin_charge": [1.103, 0.051, -0.267, -0.036, -0.119, -0.119, -0.036, -0.072, -0.396, -0.185, 0.103, -0.171, -0.120, -0.293, -0.082, -0.127, -0.116, -0.173, -0.051, 0.071, 0.106, 0.087, 0.085, 0.105, 0.105, 0.103, 0.085, 0.083, 0.101, -0.058, -0.138, -0.548, -0.010, -0.081, -0.129, -0.600, 0.027, -0.124, -0.010, 0.052, 0.118, 0.124, 0.125, 0.118, -0.314, -0.086, -0.411, -0.091, -0.150, -0.106, -0.174, 0.007, -0.082, 0.015, 0.078, 0.060, 0.025, 0.132, 0.073, 0.069, 0.069, 0.115, 0.008, 0.069],
  "e_tot_ha": -5146.7240,
  "homo_ev": [-0.92, -0.92],
  "lumo_energy_ev": [4.6059, 4.6059],
  "charge": -2
}

***

(6)
{
  "formula": "C8H20Cl6O8P2",
  "method": "ωB97M-V with the def2-TZVPD basis set",
  "elements": ["C", "O", "P", "O", "O", "C", "O", "C", "H", "H", "H", "H", "H", "H", "H", "H", "H", "C", "O", "P", "O", "O", "C", "O", "C", "H", "H", "H", "H", "H", "H", "H", "H", "H", "Cl", "C", "Cl", "Cl", "H", "Cl", "C", "Cl", "Cl", "H"],
  "positions_angstrom": [[25.6733, -16.5840, -18.2520], [27.0888, -16.4152, -18.2447], [27.9587, -16.3207, -16.9478], [27.4397, -16.9937, -15.7619], [29.3736, -16.8332, -17.4387], [29.5012, -18.2195, -17.7645], [28.1890, -14.7641, -16.8135], [28.9082, -14.2433, -15.7024], [25.4248, -17.6387, -18.3334], [25.2654, -16.0258, -19.0902], [25.2130, -16.1863, -17.3450], [28.7906, -18.8311, -17.2071], [30.5098, -18.5234, -17.4950], [29.3415, -18.3525, -18.8342], [28.2209, -13.6778, -15.0713], [29.6664, -13.5423, -16.0471], [29.3673, -15.0271, -15.1014], [24.3069, -12.0892, -5.0980], [23.1129, -11.3781, -5.4449], [22.1038, -11.9836, -6.5098], [22.4107, -13.3457, -6.9138], [22.0480, -10.8779, -7.6427], [23.2499, -10.6546, -8.3968], [20.6881, -11.8389, -5.8494], [20.0263, -10.5743, -5.6835], [24.6583, -12.7042, -5.9267], [24.1069, -12.7450, -4.2521], [25.0728, -11.3620, -4.8431], [24.1323, -10.9662, -7.8334], [23.3483, -9.5796, -8.5397], [23.1729, -11.1885, -9.3378], [19.7781, -10.4561, -4.6343], [19.1198, -10.5770, -6.2891], [20.6297, -9.7421, -6.0410], [25.5521, -12.3059, -10.6896], [25.7807, -13.9152, -11.3691], [26.6848, -13.8420, -12.8729], [24.1956, -14.6648, -11.6160], [26.3344, -14.5322, -10.6774], [28.2067, -12.0076, -7.6007], [29.0344, -13.5487, -7.6879], [28.6887, -14.3901, -9.2035], [28.6372, -14.5627, -6.3000], [30.0993, -13.3644, -7.6615]],
  "forces_ev_per_angstrom": [[-0.4, 0.2, 0.4], [-0.1, -0.1, -0.6], [0.3, 0.2, 0.2], [-0.2, -0.2, 0.2], [0.0, 0.2, 0.0], [0.1, -0.2, 0.0], [0.1, 0.0, -0.3], [0.0, 0.4, 0.5], [0.0, 0.0, -0.1], [0.2, -0.1, -0.2], [0.2, -0.1, 0.0], [0.0, 0.1, 0.0], [0.0, 0.0, -0.1], [0.0, 0.0, 0.0], [0.0, -0.1, -0.1], [0.1, -0.2, -0.2], [0.0, 0.0, 0.0], [0.1, -0.3, 0.0], [0.3, 0.2, 0.0], [-0.4, 0.0, 0.2], [0.3, -0.3, -0.2], [0.1, 0.1, -0.1], [0.0, 0.3, 0.3], [-0.2, 0.3, -0.1], [-0.1, 0.0, -0.3], [-0.1, 0.0, 0.0], [0.0, 0.1, 0.1], [-0.1, 0.1, 0.1], [0.0, -0.2, -0.1], [-0.2, 0.0, -0.2], [0.1, 0.0, -0.1], [0.0, 0.0, 0.1], [0.0, -0.2, 0.1], [0.2, -0.1, 0.2], [0.2, 0.1, 0.1], [-0.5, -0.1, -0.1], [0.1, 0.0, -0.1], [0.1, -0.1, 0.0], [0.0, 0.1, 0.1], [-0.1, 0.2, 0.0], [0.1, -0.2, 0.1], [0.0, 0.0, 0.0], [0.0, 0.0, 0.0], [0.0, 0.0, 0.0]],
  "lowdin_charge": [-0.080, -0.201, 0.307, -0.221, -0.208, -0.091, -0.198, -0.104, 0.090, 0.087, 0.090, 0.086, 0.088, 0.089, 0.034, 0.091, 0.090, -0.095, -0.215, 0.315, -0.210, -0.221, -0.087, -0.194, -0.081, 0.077, 0.091, 0.086, 0.076, 0.094, 0.064, 0.088, 0.091, 0.082, 0.530, -1.559, 0.561, 0.533, -0.038, 0.530, -1.556, 0.548, 0.530, 0.009],
  "e_tot_ha": -4362.7684,
  "homo_ev": -10.58,
  "lumo_energy_ev": 0.4704,
  "charge": 0
}